Entry 1:
DFT (ωB97M-V/def2-TZVPD) results for the molecule C4H5NO.

```
11
Properties=species:S:1:pos:R:3:forces:R:3
N 1.7873 0.5120 -1.9152 -0.95 0.18 0.18
C 0.6993 0.7664 -1.5999 0.75 -0.06 -0.22
C 0.4496 -1.2724 0.7702 -0.14 0.08 -0.01
C -0.6489 -0.5698 0.5074 0.15 -0.16 -0.07
C -0.6434 0.9004 0.2468 -0.01 -0.02 0.28
O -0.4932 1.0747 -1.2082 0.28 0.13 -0.26
H 1.4091 -0.8087 0.9908 -0.18 0.01 -0.13
H 0.4269 -2.3574 0.7337 -0.01 0.13 0.22
H -1.5815 -1.0800 0.2803 0.09 0.01 0.03
H -1.5881 1.3976 0.4703 0.14 -0.12 -0.03
H 0.1828 1.4371 0.7237 -0.11 -0.18 0.01
```
Positions in Å, forces in eV/Å.

Properties
Net charge: 0
E (Eh): -285.3440
LUMO level (eV): 0.80
Relative energy (zero: lowest compared OMol25 entry of this formula, charge and spin) (kcal per mole): 44.32
Structure (SMILES): C=CCOC#N


Entry 2:
DFT (ωB97M-V/def2-TZVPD) results for a cluster of 5 separate species, C6H25N2O4 in total in a non-equilibrium geometry.

```
37
Properties=species:S:1:pos:R:3:forces:R:3
C -0.7266 -1.1891 0.2855 1.27 -2.24 0.17
N 0.2330 -0.0761 0.1312 -1.67 0.80 0.39
C 1.3753 -0.0856 1.1201 -2.13 -0.83 -0.24
C 2.0981 1.2403 1.1746 1.24 0.34 0.52
C 2.9244 1.6072 -0.1068 -0.94 0.39 0.33
C 3.0674 1.1642 2.3893 -1.55 -1.67 0.56
C -0.1420 -2.3509 -0.5583 0.20 2.52 0.81
N -0.0150 -1.8270 -1.9679 -1.61 -1.18 0.66
H -0.8124 -1.6567 1.2761 0.41 0.65 0.41
H -1.8065 -1.0774 0.0712 0.68 0.88 -0.60
H -0.3486 0.7529 0.3209 0.82 -0.12 -0.04
H 2.0748 -0.8536 0.8009 0.24 -0.12 -0.09
H 0.9010 -0.4862 2.0721 0.95 0.96 -0.50
H 1.4429 2.0998 1.3643 -0.33 -0.45 0.09
H 2.4233 2.3859 -0.7115 0.22 -0.26 0.38
H 3.9061 1.9817 0.1901 -0.09 -0.07 -0.18
H 3.0326 0.7685 -0.7728 0.28 -0.53 -0.17
H 3.8595 0.4222 2.2363 0.04 0.28 -0.25
H 2.5037 0.7578 3.3019 0.76 1.02 -1.04
H 3.4756 2.1344 2.5448 0.46 0.61 0.49
H -0.6820 -3.2451 -0.3587 -0.71 -0.83 -0.97
H 0.8764 -2.5283 -0.2734 0.48 -0.17 0.46
H -0.7736 -1.1512 -2.2108 0.62 -0.23 -0.13
H 0.8464 -1.3009 -2.0859 0.06 -0.12 -0.19
H -0.1085 -2.6607 -2.5333 0.47 0.22 -0.96
H -4.3442 -0.0241 -0.2196 -0.20 0.25 0.18
H -4.7940 1.4672 -0.3829 -0.07 -0.26 0.29
O -4.5882 0.6539 -0.8566 0.19 0.11 -0.38
H -0.5552 1.1795 -2.6926 0.37 0.15 -0.02
H -1.1489 0.6190 -3.9417 -0.03 0.00 0.03
O -0.4812 0.4193 -3.2712 0.15 -0.30 -0.25
H -1.0649 -1.2668 3.9662 -0.05 0.04 0.12
H -2.3901 -1.9129 3.5672 0.08 0.23 0.09
O -1.8590 -1.1137 3.4438 -0.05 -0.29 -0.16
H -2.1643 1.6985 -1.9868 -0.34 0.09 0.26
H -3.5752 1.6621 -2.5225 0.02 -0.13 -0.02
O -2.6600 1.7922 -2.8031 -0.23 0.24 -0.09
```
Positions in Å, forces in eV/Å.

Properties
Net charge: +1
E (Eh): -653.8074
LUMO level (eV): -2.82
Relative energy (zero: lowest compared OMol25 entry of this formula, charge and spin) (kcal per mole): 56.09


Entry 3:
DFT (ωB97M-V/def2-TZVPD) results for a cluster of 6 separate species, C18H31O14S in total in a non-equilibrium geometry.

```
64
Properties=species:S:1:pos:R:3:forces:R:3
O -7.2170 0.3419 20.4744 -0.02 0.19 0.50
H -7.2968 0.9560 21.2301 0.01 -0.35 -0.46
C -3.7820 -1.2753 24.4959 -0.77 1.48 -0.72
C -5.0993 -1.4291 25.2624 1.69 0.43 0.26
C -6.0566 -2.4255 24.7322 -0.66 -0.59 -1.87
O -6.1914 -3.4208 25.7319 0.84 -0.16 0.90
C -5.2687 -3.1835 26.7428 -1.10 -2.01 1.33
O -5.1152 -3.9822 27.6894 -0.05 3.36 -3.30
O -4.7035 -1.9755 26.4947 0.14 -1.67 2.84
H -3.0042 -0.7576 25.0572 -0.31 0.02 0.40
H -4.0790 -0.5773 23.7132 0.51 -0.17 -0.67
H -3.3068 -2.1630 24.0785 -0.61 -0.25 0.07
H -5.6085 -0.4838 25.4503 0.40 0.21 0.01
H -5.6399 -2.8176 23.8045 0.00 -0.63 0.07
H -7.0172 -2.0207 24.4135 -0.14 0.02 0.56
C -6.7246 4.7346 25.4315 1.44 -0.53 0.82
C -5.8490 5.0651 24.2647 -0.97 0.94 -1.51
C -6.4232 4.6077 22.9213 0.06 -2.94 2.16
O -6.3974 5.6664 22.0813 0.12 2.81 -1.81
C -6.1849 6.8022 22.7810 0.88 3.92 -1.06
O -6.0874 7.9885 22.3560 -0.75 -4.98 1.24
O -6.0134 6.4822 24.0660 0.58 1.14 0.48
H -6.0884 5.0659 26.2522 -0.67 0.11 0.67
H -6.8247 3.6556 25.5485 -0.26 -0.02 -0.09
H -7.6850 5.2496 25.4109 0.18 -0.13 -0.12
H -4.7836 4.8707 24.3888 -0.06 -0.15 0.20
H -7.4320 4.3135 23.2109 -0.35 -0.20 -0.85
H -5.8681 3.7657 22.5078 -0.27 0.00 -0.18
C -9.5165 -4.0269 17.4204 0.24 -1.83 1.51
C -8.2204 -4.0601 18.3261 -2.48 1.06 -0.65
C -8.5563 -4.2920 19.8160 -0.14 -1.09 -2.20
O -7.5015 -5.1809 20.1273 1.36 -1.29 1.49
C -6.9737 -5.7951 19.0170 3.80 -0.98 1.98
O -6.0242 -6.5937 18.9827 -3.18 1.66 0.80
O -7.4459 -5.2299 17.9688 -1.47 1.63 -2.28
H -10.0839 -3.1015 17.3218 0.82 0.15 -0.62
H -10.2450 -4.6750 17.9076 -0.25 0.04 0.81
H -9.3961 -4.7381 16.6031 0.48 1.17 -1.01
H -7.6749 -3.1214 18.2291 0.57 -0.36 -0.29
H -9.4638 -4.8957 19.8248 -0.32 0.21 0.42
H -8.6637 -3.3908 20.4196 0.65 -0.22 0.10
C -2.4718 -0.3116 16.3849 1.25 -0.80 -0.06
C -3.8268 -0.1560 15.8124 -1.28 0.25 0.17
C -4.3517 1.2716 15.8461 0.78 0.11 -0.35
O -5.0341 1.4852 14.5721 0.87 -1.66 -0.41
C -4.5007 0.5633 13.6785 -1.69 -1.10 -1.79
O -4.7237 0.5753 12.4411 1.55 -0.27 5.56
O -3.8723 -0.5063 14.4602 -0.54 2.19 -3.95
H -2.1837 -1.3620 16.3438 -0.15 -0.17 0.30
H -2.3848 0.0294 17.4165 -0.14 0.08 -0.07
H -1.7084 0.1488 15.7577 -0.14 0.55 0.04
H -4.5352 -0.8541 16.2584 -0.05 0.19 0.59
H -3.5286 1.9812 15.7626 0.16 0.01 0.64
H -4.8996 1.3785 16.7823 -0.69 0.63 -0.60
C -12.1547 0.9819 21.7295 0.71 -1.13 0.15
S -11.0764 0.7124 23.2814 -1.41 1.38 -1.03
O -11.2544 2.0022 24.0461 0.14 -1.22 -0.02
C -12.1139 -0.6154 24.0394 0.21 0.55 -0.50
H -11.5302 1.3988 20.9394 0.15 0.12 0.29
H -13.0713 1.5636 21.8270 0.30 0.21 0.77
H -12.4592 -0.0081 21.3900 0.10 -0.17 -0.05
H -11.7031 -0.7714 25.0368 -0.37 0.16 0.06
H -12.0011 -1.5416 23.4759 0.22 0.10 -0.16
H -13.1586 -0.3102 23.9795 0.05 0.03 0.51
```
Positions in Å, forces in eV/Å.

Properties
Net charge: -1
E (Eh): -2155.9333
LUMO level (eV): 2.05
Relative energy (zero: lowest compared OMol25 entry of this formula, charge and spin) (kcal per mole): 104.28